--- A ---
Here is a cluster of 3 separate species, C4H11NO2 in total from OMol25. Energies are from ωB97M-V with the def2-TZVPD basis set.

Output
Charge: -1
Lowest unoccupied orbital energy (alpha / beta) in eV: 3.660 / 3.544
Spin multiplicity: 2
Orbital gap (alpha / beta) in eV: 3.54 / 6.26
HOMO energy (alpha / beta) in eV: 0.115 / -2.714

Each line ends with the natural charge from an NBO analysis.
Positions of all 18 atoms, in Å:
C 2.1195 -0.0509 -1.6146  -0.622
C 1.2173 0.4991 -0.6335  -0.389
C 0.1490 1.2469 -0.9547  -0.041
N -0.7202 1.5222 0.1292  -0.596
C -1.1843 0.7376 1.1314  -0.466
H 1.7584 -0.9667 -2.0197  0.175
H 3.0748 -0.2023 -1.1536  0.185
H 2.2393 0.4870 -2.5478  0.180
H 1.0354 -0.0989 0.2711  0.205
H -0.0511 1.8167 -1.8120  0.160
H -0.9230 -0.3366 1.1254  0.117
H -1.8531 1.1677 1.9116  0.148
H -3.2889 0.7007 -0.6286  0.497
H -3.0192 -0.7024 0.2870  0.480
O -3.3755 -0.3492 -0.6002  -1.005
H 0.5654 -2.4702 1.9959  0.469
H 1.0897 -1.3131 2.9967  0.462
O 1.1665 -1.6878 2.1165  -0.959

=====

--- B ---
Here is a cluster of 2 separate species, C4H11NO2 in total from OMol25. Energies are from ωB97M-V with the def2-TZVPD basis set.

Output
Charge: -1
Lowest unoccupied orbital energy (alpha / beta) in eV: 2.951 / 2.948
Spin multiplicity: 2
Orbital gap (alpha / beta) in eV: 2.50 / 5.72
HOMO energy (alpha / beta) in eV: 0.453 / -2.768

Each line ends with the natural charge from an NBO analysis.
Positions of all 18 atoms, in Å:
C -2.2190 0.9062 1.2027  -0.612
C -1.1849 -0.2400 1.3003  -0.044
C 0.2530 0.2839 1.1706  -0.483
C 1.2120 -0.8813 1.0469  -0.040
O 2.1762 -0.8167 0.1689  -0.808
N -1.5797 -1.1127 2.4105  -0.864
H -1.9445 1.7750 1.8142  0.189
H -2.2902 1.3754 0.2123  0.188
H -3.2282 0.5882 1.4679  0.185
H -1.3590 -0.8158 0.3682  0.144
H 0.3141 0.7807 0.1996  0.212
H 0.3737 1.0036 1.9973  0.152
H 1.2110 -1.8097 1.6441  0.073
H -0.8226 -1.7015 2.7356  0.368
H -2.3386 -1.6726 2.0802  0.341
H 0.7746 1.0731 -6.2101  0.467
H 1.5771 2.3251 -5.8614  0.465
O 1.6533 1.3856 -5.9810  -0.932

=====

Which structure is the most stable? The one labeled B.

=====

--- A ---
Here is a cluster of 2 separate species, C4H12NO2 in total from OMol25. Energies are from ωB97M-V with the def2-TZVPD basis set.

Output
Charge: 0
Lowest unoccupied orbital energy (alpha / beta) in eV: 0.891 / -2.532
Spin multiplicity: 2
Orbital gap (alpha / beta) in eV: 10.67 / 7.16
HOMO energy (alpha / beta) in eV: -9.775 / -9.689

Each line ends with the natural charge from an NBO analysis.
Positions of all 19 atoms, in Å:
C -0.7102 -0.1363 0.6374  -0.228
N 0.7510 -0.1743 0.6774  -0.622
C 1.3729 0.8748 1.4577  0.017
O 1.8301 1.9388 0.7536  -0.330
C -1.3181 -1.4265 0.1233  -0.428
C -1.7368 -1.3282 -1.3351  -0.615
H -1.1941 0.6998 0.1098  0.182
H -1.0320 0.1115 1.6579  0.187
H 1.0766 -0.1076 -0.2853  0.377
H 2.1500 0.3550 2.0414  0.222
H 0.6788 1.3511 2.1761  0.234
H -0.7249 -2.3235 0.3219  0.218
H -2.1849 -1.7769 0.6858  0.210
H -2.5878 -0.6539 -1.4840  0.206
H -2.2766 -2.2066 -1.7108  0.214
H -0.8833 -1.1013 -1.9704  0.208
H 2.5654 2.6047 -1.5247  0.458
H 1.9983 1.5927 -0.6758  0.451
O 2.2257 1.7068 -1.6562  -0.961

=====

--- B ---
Here is the molecule C4H12NO2 from OMol25. Energies are from ωB97M-V with the def2-TZVPD basis set.

Output
Charge: 0
Lowest unoccupied orbital energy (alpha / beta) in eV: 0.616 / 0.493
Spin multiplicity: 2
Orbital gap (alpha / beta) in eV: 3.86 / 11.29
HOMO energy (alpha / beta) in eV: -3.249 / -10.799

Each line ends with the natural charge from an NBO analysis.
Positions of all 19 atoms, in Å:
C 0.3240 0.9952 0.8294  -0.152
O 0.6189 0.7328 2.2516  -0.775
C -0.4534 -0.3165 0.3947  -0.144
C -0.6353 -0.2754 -1.0831  0.063
C -1.2752 0.9703 -1.7001  -0.660
O 0.6796 -0.5925 -1.5829  -0.753
N 0.4684 -1.4844 0.8040  -1.065
H 1.0889 1.1944 0.0828  0.188
H -0.2930 1.9533 1.0227  0.202
H 1.5783 0.7682 2.3922  0.468
H -1.2873 -0.4539 1.0194  0.225
H -1.2566 -1.1815 -1.3302  0.196
H -0.9707 0.9937 -2.7604  0.235
H -2.3305 0.8247 -1.8876  0.235
H -1.1940 1.8743 -1.1296  0.223
H 1.1571 0.1505 -1.9344  0.479
H 0.1018 -2.4964 0.8926  0.250
H 1.3221 -1.2909 0.2206  0.386
H 0.6560 -1.3100 1.7889  0.400

=====

Which structure is the most stable? The one labeled A.

=====

--- A ---
Here is a cluster of 2 separate species, C2H8N5O in total from OMol25. Energies are from ωB97M-V with the def2-TZVPD basis set.

Output
Charge: +1
Lowest unoccupied orbital energy (alpha / beta) in eV: -5.961 / -5.960
Orbital gap (alpha / beta) in eV: 6.91 / 6.91
HOMO energy (alpha / beta) in eV: -12.872 / -12.872

Each line ends with the natural charge from an NBO analysis.
Positions of all 16 atoms, in Å:
C 1.7385 -1.6454 2.4649  0.451
C -1.0013 0.2688 -1.7435  0.249
N -2.8452 0.9220 -3.1789  -0.122
N -1.8068 0.4670 -2.7255  -0.053
N 1.0184 -1.3830 1.4557  -0.806
N -0.8852 1.0383 -0.6602  -0.337
N 0.3871 1.0249 -0.0063  -0.678
O 2.2081 -0.6920 3.3122  -0.647
H 1.8002 -2.7582 2.8171  0.178
H -0.2770 -0.5746 -1.8991  0.258
H -2.8232 1.4968 -4.0097  0.378
H 0.5690 -2.1990 1.0609  0.366
H -1.4511 1.8953 -0.6198  0.429
H 0.7657 0.1159 0.1175  0.426
H 1.9560 0.1736 2.9923  0.487
H 0.6469 1.8498 0.6225  0.421

=====

--- B ---
Here is a cluster of 2 separate species, C2H8N5O in total from OMol25. Energies are from ωB97M-V with the def2-TZVPD basis set.

Output
Charge: +1
Lowest unoccupied orbital energy in eV: -3.281
Orbital gap in eV: 9.59
HOMO energy in eV: -12.873

Each line ends with the natural charge from an NBO analysis.
Positions of all 16 atoms, in Å:
C 3.3519 -0.2814 0.0730  0.698
C 0.5750 0.1469 0.1060  0.899
N 2.1487 -0.0225 0.1515  -0.662
N 4.5163 -0.2093 -0.0638  -0.680
N -1.2624 1.4061 -0.0909  -0.701
N 0.1925 1.4004 -0.0338  -0.448
N -2.4806 -1.2626 -0.0119  -0.943
O -0.1077 -0.8605 0.2936  -0.635
H 5.2987 -0.9670 -0.1416  0.452
H -2.7949 -0.2559 -0.0550  0.447
H -1.7036 1.9272 0.6686  0.400
H -1.5675 1.6028 -1.0532  0.393
H 0.8470 2.1265 0.0975  0.440
H -2.5746 -1.8257 0.8176  0.437
H -1.3819 -1.0799 -0.1249  0.473
H -3.0569 -1.8451 -0.6325  0.431

=====

Which structure is the most stable? The one labeled B.

=====

--- A ---
Here is a structure of composition C4H3O3 from OMol25. Energies are from ωB97M-V with the def2-TZVPD basis set.

Output
Charge: -1
Lowest unoccupied orbital energy in eV: 3.604
Orbital gap in eV: 8.42
HOMO energy in eV: -4.814

Each line ends with the natural charge from an NBO analysis.
Positions of all 10 atoms, in Å:
C -0.1124 -0.0669 -0.3325  -0.110
C 0.3087 0.6055 0.6662  0.215
C -0.5787 -0.6555 -1.7097  0.757
C 0.3408 -0.8160 1.0192  -0.393
O -1.6597 -1.2085 -1.5833  -0.735
O 0.2306 -0.5854 -2.5775  -0.698
O 0.6472 2.4495 1.0520  -0.813
H -0.3978 -1.1463 1.7586  0.156
H 1.2899 -1.2904 1.3401  0.167
H -0.0685 2.7139 0.3669  0.452

=====

--- B ---
Here is a cluster of 2 separate species, C4H3O3 in total from OMol25. Energies are from ωB97M-V with the def2-TZVPD basis set.

Output
Charge: -1
Lowest unoccupied orbital energy in eV: 3.611
Orbital gap in eV: 8.51
HOMO energy in eV: -4.897

Each line ends with the natural charge from an NBO analysis.
Positions of all 10 atoms, in Å:
C 0.4307 0.1491 0.2931  -0.116
C -0.6710 -0.4064 0.2264  0.244
C 1.9931 0.0309 0.0941  0.759
C -0.9293 1.0368 0.0981  -0.420
O 2.5245 1.1013 -0.1206  -0.733
O 2.3563 -1.1101 0.1123  -0.704
O -2.0102 -1.7933 -0.0412  -0.817
H -1.1582 1.7476 0.9589  0.178
H -0.9811 1.5113 -0.9580  0.172
H -1.5547 -2.2672 -0.6629  0.436

=====

Which structure is the most stable? The one labeled A.